A) 60
Properties=species:S:1:pos:R:3:lowdin_charge:R:1 method="wB97M-V/def2-TZVPD" e_lumo_ev=0.28 smiles=OCCO.OCCO.OCCO.OCCO.OCCO.OCCO orbital_gap_ev=9.752
O -8.66 0.11 9.33 -0.06
C -9.76 0.82 8.77 -0.20
C -11.08 0.20 9.31 -0.19
O -11.31 -1.12 8.83 -0.06
H -7.84 0.41 8.98 0.06
H -9.80 1.82 9.13 0.11
H -9.79 0.77 7.71 0.11
H -11.84 0.85 8.90 0.12
H -11.08 0.28 10.39 0.10
H -10.50 -1.41 8.46 0.09
O -5.83 -0.62 8.65 -0.08
C -4.93 -1.30 9.53 -0.23
C -5.66 -1.34 10.88 -0.21
O -6.92 -2.08 10.80 -0.09
H -5.59 -0.78 7.74 0.09
H -4.72 -2.34 9.27 0.12
H -4.05 -0.70 9.56 0.11
H -5.80 -0.36 11.33 0.09
H -4.97 -2.01 11.48 0.14
H -7.59 -1.53 10.32 0.07
O -4.65 3.28 15.26 -0.05
C -5.61 2.71 16.13 -0.22
C -7.00 3.43 16.09 -0.26
O -7.99 2.59 16.55 -0.07
H -3.85 2.84 15.41 0.05
H -5.71 1.72 15.75 0.09
H -5.32 2.66 17.14 0.11
H -7.20 3.85 15.11 0.12
H -6.81 4.23 16.77 0.11
H -7.83 1.74 16.10 0.05
O -10.37 -0.81 15.31 -0.11
C -11.50 -0.05 15.67 -0.24
C -11.15 1.37 16.03 -0.24
O -10.52 2.03 14.96 -0.08
H -10.53 -1.30 14.43 0.09
H -12.27 -0.06 14.85 0.14
H -11.89 -0.54 16.57 0.12
H -10.58 1.42 16.98 0.13
H -12.11 1.84 16.27 0.11
H -10.05 2.83 15.27 0.11
O -12.99 -2.77 10.06 -0.10
C -12.84 -2.07 11.30 -0.23
C -11.44 -2.26 11.88 -0.20
O -11.04 -1.29 12.83 -0.09
H -12.46 -2.29 9.37 0.06
H -12.97 -0.99 11.13 0.12
H -13.59 -2.52 11.91 0.11
H -10.92 -2.21 10.95 0.09
H -11.30 -3.23 12.33 0.13
H -10.36 -0.67 12.51 0.05
O -9.42 0.78 12.72 -0.08
C -8.00 1.03 12.88 -0.18
C -7.32 0.07 13.82 -0.24
O -7.74 0.24 15.14 -0.09
H -9.95 1.23 13.37 0.05
H -7.54 0.98 11.88 0.11
H -7.75 2.02 13.33 0.13
H -6.27 0.41 13.80 0.12
H -7.35 -0.97 13.55 0.12
H -8.72 0.10 15.23 0.08


B) 60
Properties=species:S:1:pos:R:3:lowdin_charge:R:1 method="wB97M-V/def2-TZVPD" e_lumo_ev=0.37 smiles=OCCO.OCCO.OCCO.OCCO.OCCO.OCCO orbital_gap_ev=10.329
O 1.11 0.81 0.32 -0.07
C 1.24 -0.41 -0.37 -0.24
C -0.06 -0.90 -1.00 -0.27
O -0.12 -0.19 -2.19 -0.05
H 1.90 1.34 0.35 0.05
H 2.09 -0.39 -1.06 0.13
H 1.54 -1.05 0.46 0.11
H -0.84 -0.81 -0.25 0.11
H -0.03 -1.98 -1.19 0.10
H -0.94 0.31 -2.23 0.07
O -5.20 -3.78 -1.40 -0.06
C -4.75 -2.50 -1.78 -0.24
C -3.40 -2.13 -1.24 -0.24
O -3.34 -1.82 0.15 -0.08
H -4.45 -4.38 -1.31 0.08
H -4.70 -2.52 -2.87 0.12
H -5.46 -1.71 -1.51 0.13
H -3.02 -1.24 -1.74 0.11
H -2.63 -2.90 -1.36 0.11
H -3.89 -2.42 0.66 0.09
O -0.03 0.14 5.55 -0.06
C 0.33 0.59 4.26 -0.25
C 1.49 1.59 4.17 -0.25
O 1.45 2.65 5.08 -0.07
H -0.46 -0.72 5.47 0.08
H 0.60 -0.25 3.63 0.11
H -0.60 1.04 3.89 0.11
H 1.60 2.08 3.20 0.11
H 2.35 1.02 4.52 0.11
H 1.75 2.37 5.95 0.09
O -1.58 1.93 -0.99 -0.08
C -2.48 1.65 0.08 -0.21
C -3.93 1.40 -0.38 -0.24
O -4.68 2.59 -0.49 -0.06
H -0.71 1.58 -0.79 0.04
H -2.10 0.77 0.61 0.10
H -2.45 2.46 0.81 0.12
H -4.50 0.74 0.27 0.12
H -3.89 0.86 -1.33 0.10
H -4.34 3.18 -1.16 0.09
O -0.17 -3.64 -3.49 -0.08
C 1.18 -3.19 -3.73 -0.21
C 1.36 -2.73 -5.20 -0.23
O 1.72 -3.86 -5.99 -0.07
H -0.01 -4.26 -2.77 0.07
H 1.36 -2.42 -2.98 0.09
H 1.91 -3.96 -3.46 0.12
H 2.06 -1.90 -5.30 0.11
H 0.48 -2.23 -5.60 0.11
H 1.88 -3.67 -6.92 0.08
O 3.33 2.89 0.83 -0.08
C 4.63 3.04 1.43 -0.20
C 4.53 3.24 2.96 -0.26
O 5.84 3.49 3.35 -0.06
H 2.94 3.76 0.95 0.09
H 5.22 2.15 1.21 0.13
H 5.10 3.91 0.99 0.12
H 4.15 2.36 3.48 0.10
H 3.86 4.04 3.26 0.12
H 5.76 3.98 4.18 0.09


It comes down to A), which is 34.1 kcal/mol more stable than the next structure.


A) 15
Properties=species:S:1:pos:R:3:lowdin_charge:R:1 method="wB97M-V/def2-TZVPD" e_lumo_ev=0.00 smiles=CCc1ncoc1S orbital_gap_ev=8.523
C -2.95 -0.31 -0.49 -0.10
C -1.80 -0.13 0.48 -0.29
C -0.57 0.55 0.12 -0.32
N -0.15 1.86 0.22 0.12
C 1.13 1.91 -0.10 -0.12
O 1.78 0.66 -0.26 -0.03
C 0.67 -0.15 -0.01 -0.73
S 1.13 -1.77 -0.07 0.77
H -3.77 -1.05 0.11 0.15
H -2.43 -0.77 -1.33 0.06
H -3.31 0.78 -0.74 0.10
H -1.50 -1.18 0.76 0.09
H -1.67 0.37 1.51 0.16
H 1.72 2.72 -0.01 0.09
H 0.82 -2.19 1.51 0.04


B) 15
Properties=species:S:1:pos:R:3:lowdin_charge:R:1 method="wB97M-V/def2-TZVPD" e_lumo_ev=0.82 orbital_gap_ev=9.022
C 3.20 -0.45 0.00 -0.10
O 1.88 0.12 -0.01 -0.22
N 0.96 -0.92 -0.01 0.01
C -0.22 -0.44 0.01 -0.61
C -0.68 0.94 -0.03 -0.09
C -1.99 1.06 -0.01 -0.15
C -2.81 -0.20 0.00 -0.44
S -1.58 -1.58 -0.01 0.93
H 3.86 0.41 0.03 0.08
H 3.37 -0.99 -0.92 0.07
H 3.43 -1.10 0.90 0.10
H 0.08 1.78 -0.03 0.14
H -2.51 2.00 0.08 0.10
H -3.48 -0.29 -0.88 0.08
H -3.50 -0.33 0.87 0.09


C) 15
Properties=species:S:1:pos:R:3:lowdin_charge:R:1 method="wB97M-V/def2-TZVPD" e_lumo_ev=0.17 orbital_gap_ev=7.491
C 2.80 0.89 0.27 -0.36
C 0.31 -0.35 -0.09 -0.56
C -0.05 0.93 -0.28 -0.21
C -1.94 -0.09 -0.09 -0.45
C -0.94 -1.05 -0.06 -0.03
H 2.25 1.64 -0.38 0.03
H 3.83 0.71 -0.01 0.02
H 2.52 1.25 1.32 0.06
H 0.46 1.79 -0.20 0.07
H -3.77 -0.99 0.01 0.09
H -3.95 1.01 0.67 0.30
H -1.08 -2.06 -0.32 0.09
N -3.21 -0.18 0.37 0.06
O -1.36 1.09 -0.25 0.06
S 2.00 -0.80 -0.01 0.84


It comes down to B), which is 30.4 kcal/mol more stable than the next structure.